A.
{
  "formula": "C4H12NO2S",
  "method": "ωB97M-V/def2-TZVPD",
  "homo_lumo_gap_ha": 0.2824,
  "total_charge": 1,
  "symbols": ["C", "C", "C", "C", "N", "O", "O", "S", "H", "H", "H", "H", "H", "H", "H", "H", "H", "H", "H", "H"],
  "positions_angstrom": [[-0.8458, 1.6228, -0.4288], [-0.7843, 0.2781, 1.7466], [-0.2294, 0.5473, 0.3994], [0.2046, -1.5772, -1.0226], [1.2005, 0.9606, 0.6179], [1.3373, -1.8479, -0.3914], [-0.7898, -2.3234, -0.7483], [0.4050, -0.9608, -2.7020], [-1.8598, 1.5043, -0.3215], [-0.5751, 1.7046, -1.5753], [-0.5659, 2.5658, 0.1148], [-0.4571, 1.1408, 2.3353], [-1.9069, 0.1150, 1.7126], [-0.4095, -0.6854, 2.2713], [1.2574, 1.9149, 1.1341], [1.6676, 0.8650, -0.2706], [1.7179, 0.2314, 1.2827], [2.1379, -1.7864, -1.0091], [-0.7526, -2.9766, -0.0468], [-0.7521, -1.2929, -3.0986]]
}


B.
{
  "formula": "C4H12NO2S",
  "method": "ωB97M-V/def2-TZVPD",
  "homo_lumo_gap_ha": 0.3480,
  "total_charge": 1,
  "symbols": ["O", "C", "C", "C", "C", "S", "N", "H", "H", "H", "H", "H", "H", "H", "H", "H", "H", "H", "H", "O"],
  "positions_angstrom": [[-0.7859, -2.4818, 1.0456], [-0.4798, -1.3133, 1.2596], [-0.1974, -0.3792, 0.1247], [-1.2668, 0.6246, -0.1030], [-0.9349, 2.1046, 0.4952], [0.4475, 2.6561, -0.5214], [-0.0499, -1.3155, -1.1217], [-0.3855, -0.6917, 2.3380], [0.8854, 0.0923, 0.3183], [-1.3432, 0.8703, -1.2183], [-2.2934, 0.4036, 0.3561], [-0.5724, 2.2144, 1.5081], [-1.5509, 2.9125, 0.3439], [-0.3678, 3.0818, -1.5837], [-0.0146, -0.6511, -1.8366], [-0.9324, -1.9614, -1.2057], [0.7684, -1.8562, -0.9674], [3.0419, -2.1049, 0.1684], [2.0577, -3.2930, -0.1652], [2.1820, -2.3338, -0.1106]]
}


Which one is most stable, and which one is least stable? B is the most stable of them, while A is the least stable.


A.
{
  "formula": "C3H11NO",
  "method": "ωB97M-V/def2-TZVPD",
  "homo_lumo_gap_ha": 0.3393,
  "smiles": "CN(C)C.O",
  "symbols": ["C", "N", "C", "C", "H", "H", "H", "H", "H", "H", "H", "H", "H", "H", "H", "O"],
  "positions_angstrom": [[-0.7689, 0.9224, -0.9103], [0.0467, -0.0901, -0.2836], [-0.5420, -1.3901, -0.0983], [1.4823, -0.0623, -0.5108], [-0.4015, 1.1773, -1.9129], [-0.7662, 1.8542, -0.3476], [-1.8049, 0.5878, -0.9487], [0.1939, -2.0785, 0.3036], [-1.3709, -1.3604, 0.6297], [-1.0081, -1.7940, -1.0120], [2.0290, -0.1601, 0.4215], [1.7505, 0.8457, -1.0547], [1.8000, -0.8813, -1.1646], [0.1401, 0.6171, 1.6147], [-0.8527, 1.0186, 2.7005], [0.0728, 0.7938, 2.5734]]
}


B.
{
  "formula": "C3H11NO",
  "method": "ωB97M-V/def2-TZVPD",
  "homo_lumo_gap_ha": 0.3729,
  "smiles": "CCOC.N",
  "symbols": ["C", "N", "H", "H", "H", "H", "H", "H", "C", "O", "C", "H", "H", "H", "H", "H"],
  "positions_angstrom": [[-0.3395, -1.4027, -0.3443], [2.4138, -0.2408, -2.0186], [-0.7289, -1.0259, -1.2975], [-0.8891, -1.9230, 0.3474], [0.3980, -2.0691, -0.7308], [1.9286, 0.1702, -2.8283], [3.2711, 0.2572, -1.8297], [1.7526, -0.4670, -1.3127], [-0.4834, 0.5853, 1.4333], [0.0079, -0.0307, 0.0741], [-1.8390, 1.1345, 1.2257], [-0.4143, -0.2933, 2.0964], [0.2280, 1.4296, 1.7133], [-1.8734, 2.1328, 1.7758], [-2.0185, 1.3345, 0.0637], [-2.6418, 0.4827, 1.6523]]
}


Which one is most stable, and which one is least stable? A is the most stable of them, while B is the least stable.


A.
{
  "formula": "C3H11NO",
  "method": "ωB97M-V/def2-TZVPD",
  "homo_lumo_gap_ha": 0.3629,
  "smiles": "CCCN.O",
  "symbols": ["C", "C", "C", "N", "H", "H", "H", "H", "H", "H", "H", "H", "H", "H", "H", "O"],
  "positions_angstrom": [[0.4627, 1.4024, -0.5725], [0.4706, 0.2169, 0.4960], [-0.3701, 0.2945, 1.6575], [-0.7384, 1.4917, -1.4449], [1.5221, 1.1462, -1.0639], [0.4258, 2.4090, -0.0491], [1.6068, 0.0732, 0.7348], [0.1467, -0.6785, -0.1104], [-0.3398, -0.5480, 2.3834], [-1.5085, 0.3286, 1.4312], [-0.3614, 1.2581, 2.1374], [-1.5781, 1.4724, -0.9503], [-0.6774, 0.8517, -2.2059], [1.0843, -2.8464, -0.5027], [-0.0510, -2.5493, 0.5454], [0.1900, -2.8551, -0.2153]]
}


B.
{
  "formula": "C3H11NO",
  "method": "ωB97M-V/def2-TZVPD",
  "homo_lumo_gap_ha": 0.3586,
  "smiles": "CN(C)C.O",
  "symbols": ["C", "N", "C", "C", "H", "H", "H", "H", "H", "H", "H", "H", "H", "H", "H", "O"],
  "positions_angstrom": [[-0.5530, -0.9324, -1.6164], [-0.5351, 0.4205, -1.1536], [-0.8708, 1.3439, -2.2694], [-1.5153, 0.5266, -0.0197], [-0.0585, -1.0927, -2.5982], [-1.5744, -1.2169, -1.8963], [-0.0491, -1.3672, -0.8199], [-1.0117, 2.3016, -1.7482], [0.0486, 1.3024, -2.9375], [-1.7981, 1.0107, -2.8039], [-1.5445, -0.3628, 0.6072], [-2.5549, 0.7352, -0.2017], [-1.0631, 1.3141, 0.5391], [4.1385, -2.0466, 5.5404], [4.7865, -0.6947, 5.4616], [4.1551, -1.2417, 5.9166]]
}


Which one is most stable, and which one is least stable? B is the most stable of them, while A is the least stable.


A.
{
  "formula": "CH3N5",
  "method": "ωB97M-V/def2-TZVPD",
  "homo_lumo_gap_ha": 0.4006,
  "smiles": "Nn1cnnn1",
  "symbols": ["C", "H", "H", "H", "N", "N", "N", "N", "N"],
  "positions_angstrom": [[0.6528, 0.9192, 0.0645], [-1.7823, -0.4599, 1.0515], [-1.7325, -0.6641, -0.6429], [0.3946, 1.9081, -0.4316], [-1.5323, -0.0942, 0.0833], [-0.1975, -0.0574, -0.2257], [1.8297, 0.4785, 0.1157], [1.7987, -0.9022, -0.0155], [0.5688, -1.1280, 0.0007]]
}


B.
{
  "formula": "CH3N5",
  "method": "ωB97M-V/def2-TZVPD",
  "homo_lumo_gap_ha": 0.3683,
  "smiles": "Nc1nn[nH]n1",
  "symbols": ["N", "C", "N", "N", "N", "N", "H", "H", "H"],
  "positions_angstrom": [[-1.7518, -0.0209, 0.1957], [-0.4271, -0.2189, 0.1306], [0.5662, -1.0291, 0.4394], [1.6081, -0.2589, 0.0320], [1.3120, 0.8994, -0.4819], [0.0386, 0.9380, -0.4500], [-2.4173, -0.7760, 0.3706], [-1.4789, 1.0159, -0.3589], [2.5670, -0.5397, 0.1088]]
}


Which one is most stable, and which one is least stable? B is the most stable of them, while A is the least stable.


A.
{
  "formula": "C3H2FNOS",
  "method": "ωB97M-V/def2-TZVPD",
  "homo_lumo_gap_ha": 0.2981,
  "symbols": ["C", "C", "C", "N", "O", "F", "S", "H", "H"],
  "positions_angstrom": [[-0.6944, -0.7994, -0.8342], [0.6978, 1.0975, -0.0176], [2.9480, -0.4970, 0.0927], [-0.0259, 0.0475, -0.3095], [2.2933, -1.3970, 0.3114], [4.2474, -0.5214, -0.2301], [2.4410, 1.2141, -0.0487], [-1.1685, -1.7142, -0.7630], [0.0047, 1.9106, 0.1461]]
}


B.
{
  "formula": "C3H2FNOS",
  "method": "ωB97M-V/def2-TZVPD",
  "homo_lumo_gap_ha": 0.3420,
  "smiles": "Fc1ncoc1S",
  "symbols": ["C", "C", "C", "H", "H", "N", "O", "F", "S"],
  "positions_angstrom": [[0.2385, -0.0628, 0.2815], [-0.5092, 1.9048, -0.1556], [-0.6604, -0.0897, -0.7468], [0.8294, -2.2197, 0.3423], [-0.7797, 2.9271, 0.0403], [-1.1732, 1.1399, -0.9645], [0.3505, 1.2976, 0.6569], [-1.0649, -1.1214, -1.4605], [1.2831, -1.2180, 1.1240]]
}


Which one is most stable, and which one is least stable? B is the most stable of them, while A is the least stable.


A.
{
  "formula": "C17H16N2O4",
  "method": "ωB97M-V/def2-TZVPD",
  "homo_lumo_gap_ha": 0.3129,
  "smiles": "O=C(CCCN1C(=O)c2ccccc2C1=O)NCc1ccco1",
  "symbols": ["O", "C", "N", "H", "C", "C", "C", "C", "C", "O", "H", "H", "H", "H", "H", "C", "H", "H", "C", "H", "C", "N", "C", "O", "C", "C", "C", "C", "C", "C", "C", "O", "H", "H", "H", "H", "H", "H", "H"],
  "positions_angstrom": [[-0.2325, -0.7441, -1.3939], [0.2650, -1.3531, -0.4683], [1.2557, -0.8387, 0.2917], [1.5830, -1.3402, 1.1017], [1.7864, 0.4951, 0.0835], [3.2729, 0.4700, -0.0396], [4.2564, 0.7027, 0.8782], [5.4848, 0.4909, 0.2062], [5.1545, 0.1411, -1.0658], [3.8224, 0.1242, -1.2226], [5.7530, -0.1085, -1.9192], [6.4691, 0.5870, 0.6156], [4.1233, 0.9946, 1.8999], [1.5015, 1.1442, 0.9181], [1.3301, 0.8622, -0.8404], [-0.1360, -2.7705, -0.0817], [0.5064, -3.4460, -0.6528], [0.0502, -2.9337, 0.9810], [-1.5983, -3.0618, -0.4165], [-1.7779, -4.1370, -0.3786], [-2.5630, -2.3770, 0.5550], [-2.4977, -0.9386, 0.4376], [-1.7066, -0.1359, 1.2349], [-1.0659, -0.5166, 2.1869], [-1.8293, 1.2295, 0.6718], [-1.2626, 2.4223, 1.0683], [-1.5354, 3.5533, 0.3053], [-2.3497, 3.4825, -0.8139], [-2.9265, 2.2793, -1.2095], [-2.6550, 1.1598, -0.4528], [-3.0957, -0.2463, -0.6119], [-3.8366, -0.7367, -1.4221], [-3.5599, 2.2161, -2.0802], [-2.5385, 4.3764, -1.3895], [-1.1023, 4.5013, 0.5883], [-0.6318, 2.4728, 1.9426], [-2.3180, -2.6311, 1.5897], [-3.5884, -2.6823, 0.3306], [-1.8070, -2.7075, -1.4276]]
}


B.
{
  "formula": "C17H16N2O4",
  "method": "ωB97M-V/def2-TZVPD",
  "homo_lumo_gap_ha": 0.3289,
  "symbols": ["C", "C", "C", "C", "C", "C", "C", "H", "H", "H", "O", "C", "C", "C", "C", "C", "C", "O", "N", "C", "N", "O", "C", "C", "H", "C", "H", "H", "H", "H", "O", "H", "H", "H", "H", "H", "H", "H", "H"],
  "positions_angstrom": [[-6.5897, -1.1032, -0.6297], [-5.0488, -1.0220, -0.3078], [-4.5733, 0.1644, 0.3835], [-3.3395, 0.1279, 0.7668], [-2.4926, -1.0374, 0.3023], [-3.0443, -2.0362, -0.2110], [-4.4026, -2.1571, -0.4748], [-4.6866, -2.8625, -1.3240], [-2.3565, -2.7156, -0.6205], [-1.4387, -0.8752, 0.7258], [-3.1216, 1.4857, 1.5210], [-1.8261, 1.5722, 1.7752], [-0.7938, 1.4784, 0.5861], [-1.0164, 2.3349, -0.4790], [0.1539, 2.1002, -1.3689], [0.9716, 1.4263, -0.2924], [2.4649, 0.8875, -0.6142], [2.9654, 1.2217, -1.6297], [3.0943, 0.4970, 0.3317], [4.2347, -0.0764, 0.5615], [4.6368, -0.7431, 1.4364], [5.8397, -1.0393, 1.4378], [6.3102, -0.6441, 0.0981], [5.2130, -0.0543, -0.3780], [5.2066, 0.4982, -1.7676], [7.7622, -1.0749, -0.4431], [7.8195, -2.3632, -0.4574], [8.4617, -0.5225, 0.2116], [7.7502, -0.7316, -1.3183], [2.4744, 0.2136, 1.3040], [0.4496, 1.2886, 0.7179], [0.3392, 2.4297, -2.3612], [-1.9176, 2.7439, -0.8222], [-1.3739, 0.5185, 2.4737], [-1.7664, 2.3185, 2.4946], [-5.3502, 1.0836, 0.7272], [-7.0751, -1.9813, -0.4493], [-7.1961, -0.2062, -0.1255], [-6.7382, -1.1447, -1.7808]]
}


Which one is most stable, and which one is least stable? A is the most stable of them, while B is the least stable.